ORCA calculation (ωB97M-V with the def2-TZVPD basis set) on one molecule with the formula C4H5NO.

```
11
C4H5NO, DFT ωB97M-V with the def2-TZVPD basis set
H 3.234 0.089 -0.409
N 2.254 0.246 -0.186
C 1.545 -0.711 -0.615
O 0.214 -0.764 -0.461
C -0.343 0.354 0.234
C -1.791 0.207 0.361
C -2.978 0.220 0.558
H 1.885 -1.601 -1.152
H -0.100 1.276 -0.304
H 0.110 0.428 1.228
H -4.028 0.256 0.747
```

As for the molar mass: 83.1 u. Its structure (SMILES) is [H]/N=C/OCC#C. The value obtained for the total energy is -7764.0791 eV. The calculation puts the energy above the lowest of the compared OMol25 structures with the same formula, charge and spin at 236.1 kJ/mol. As for the multiplicity: 1. The gap between HOMO and LUMO comes out at 11.18 eV.

ORCA calculation (ωB97M-V with the def2-TZVPD basis set) on C2H10B4LiNO5P as an isolated structure.

```
24
C2H10B4LiNO5P, DFT ωB97M-V with the def2-TZVPD basis set
C -1.240 0.393 1.979
C -0.103 1.428 1.901
B 0.058 2.044 0.482
O 0.357 3.429 0.356
B -0.082 1.101 -0.949
O -1.297 0.801 -1.541
B -1.466 -0.522 -1.930
O -0.346 -1.208 -2.354
B 0.863 -0.878 -1.770
P 2.229 -2.118 -1.130
N 1.522 -3.522 -1.739
O 1.717 -1.930 0.473
O 1.035 0.467 -1.424
H -1.475 0.143 3.014
H -0.947 -0.533 1.478
H -2.158 0.748 1.506
H -0.246 2.208 2.662
H 0.846 0.934 2.154
H 0.637 3.770 1.222
H -2.513 -1.065 -1.807
H 1.979 -4.386 -1.482
H 0.516 -3.637 -1.705
H 0.967 -2.482 0.702
Li -0.853 4.814 -0.096
```

As for the molar mass: 209.3 u. Its total charge is +1. The value obtained for the total energy is -26165.8604 eV. As for the multiplicity: 1. The gap between HOMO and LUMO comes out at 6.39 eV.